(1)
This record from the Open Molecules 2025 dataset describes a molecular structure, C10H6Cl2GdN2O3STl at a distorted geometry. The level of theory is ωB97M-V with the def2-TZVPD basis set.

Structure (XYZ):
```
26
Properties=species:S:1:pos:R:3
Cl -2.7350 0.9333 -1.5921
C 3.4119 0.6898 2.1680
N -2.1699 2.2657 1.2590
Cl 0.0059 -4.3083 -2.8402
C 3.4045 1.6063 3.2350
H 4.2474 -0.0037 2.0469
C 1.3066 2.4797 2.5588
H -2.7119 2.8144 1.9186
O -1.7696 -7.4705 -4.9728
C -1.8788 -6.4542 -4.4058
C -3.8376 -5.3691 -5.0976
C 2.3554 0.6408 1.2707
C 2.4200 2.5972 3.3710
O -4.4762 -5.9966 -5.8519
Tl -0.6690 -0.7198 -0.9212
S -0.2148 3.3224 2.7051
Gd -2.3612 -4.2660 -3.4994
C 1.2572 1.4784 1.5449
H 2.4438 3.4184 4.0866
H -2.5580 1.9447 0.3524
N 0.0133 1.3905 0.9264
C -0.3693 2.1229 -2.0103
H 4.2017 1.5006 3.9627
H 2.3479 -0.0203 0.3922
O -0.8039 3.1828 -2.0763
C -0.8604 2.2205 1.4694
```

The charge is +4. For the largest force on an atom, the calculation gives 8.966 eV Å⁻¹. The value obtained for the energy relative to the best compared isomer or geometry (same formula, charge and spin) is 0.232 eV. The calculated total energy comes out at -80948.9159 eV. The expectation value of S² is 16.079. For the orbital gap (spin up / spin down), the calculation gives 2.974 / 3.835 eV. The multiplicity is 8. For the HOMO energy (spin up / spin down), the calculation gives -19.9 / -19.9 eV.



(2)
This record from the Open Molecules 2025 dataset describes a molecular structure, C33H25Cl3CuN6O3S2. The level of theory is ωB97M-V with the def2-TZVPD basis set.

Structure (XYZ):
```
73
Properties=species:S:1:pos:R:3
S 7.9089 -1.9898 -2.3606
C -2.9954 3.2564 2.5183
H 5.1113 0.7899 -2.5729
H 5.4084 -3.4145 2.9213
C 8.5003 -0.4030 -2.0869
C 4.6286 1.4253 -3.3286
C 6.9034 -1.4278 -3.6362
C 7.9596 0.4942 -2.9486
H 3.9051 -1.0274 -2.6092
C 2.2012 -1.4562 -3.8136
C 1.5856 0.2673 -5.3819
C -4.2717 1.8381 -0.6605
H -1.7602 3.7048 4.2118
C 3.5485 -1.4085 0.2476
C -1.9778 1.7338 0.9564
Cl 0.0837 -1.9679 -5.4100
C 1.3785 -0.9811 -4.8199
C 4.2031 2.7094 -2.6058
N 3.6488 -2.5049 2.3158
C -2.0302 0.9716 -0.2780
Cu 0.6387 0.4199 0.8487
H 8.2084 1.5461 -2.9562
N -0.9306 0.2463 -0.5754
H 5.2401 2.7455 0.0090
C -0.8223 2.3363 2.8413
H 3.4525 1.7258 1.8477
C 4.9479 -2.8467 2.1266
H 2.0493 -2.4457 -3.4035
H 6.6212 -2.7429 0.8265
C 2.3555 1.8994 -1.1229
O -6.3941 2.6909 -0.9783
C 3.3351 1.8877 0.7899
C -0.9367 -0.5070 -1.6548
H -0.0387 -1.0830 -1.8468
H -5.0634 3.1781 0.7450
H -3.8287 3.8787 2.8193
H 1.6342 1.7854 -1.9164
Cl 2.8493 2.5962 -5.6795
C -3.1479 0.1747 -2.2454
C -3.1787 0.9900 -1.0938
H -1.9910 -1.2078 -3.3906
C -4.2184 2.5617 0.4746
S 1.2535 -1.5464 1.8281
C 6.2706 0.7075 -4.8852
N 2.1637 1.5820 0.1402
C 2.8836 -1.8049 1.4330
H 3.1788 -2.7919 3.1651
H 0.0808 2.2333 3.4307
H 5.5758 0.0652 -5.4328
C 7.0249 -0.0891 -3.8601
C 4.8571 -1.7363 0.0352
C 3.2367 -0.6504 -3.3735
N -0.8682 1.6415 1.7220
O -5.6274 1.3802 -2.4920
O 5.5828 1.8096 -4.2916
H 5.0977 3.3018 -2.4235
H 6.9547 1.1568 -5.6035
C 2.6326 1.0515 -4.9205
N 3.5949 2.3930 -1.3216
H 9.2370 -0.2262 -1.3200
C 3.4763 0.6156 -3.8967
H 5.3543 -1.4378 -0.8821
C -3.0688 2.5247 1.3204
C -1.8632 3.1631 3.2827
H -3.9967 0.1389 -2.9043
C -2.0317 -0.5744 -2.5161
Cl 5.9096 -2.5396 -4.4893
H 3.5169 3.3067 -3.1997
H 2.9780 -0.8446 -0.4742
N -5.5293 1.9827 -1.4430
H 0.9472 0.6268 -6.1762
C 5.5883 -2.4742 0.9891
C 4.2306 2.3902 -0.1034
```

The charge is +1. For the largest force on an atom, the calculation gives 0.135 eV Å⁻¹. The value obtained for the energy relative to the best compared isomer or geometry (same formula, charge and spin) is 0.000 eV. The calculated total energy comes out at -153582.0965 eV. For the orbital gap, the calculation gives 7.154 eV. The multiplicity is 1. For the HOMO energy, the calculation gives -10.4 eV.



(3)
This record from the Open Molecules 2025 dataset describes a molecular structure, C24H36AsF6O18 at a distorted geometry. The level of theory is ωB97M-V with the def2-TZVPD basis set.

Structure (XYZ):
```
85
Properties=species:S:1:pos:R:3
H -0.5069 2.5039 -4.5500
H -1.7488 -2.0552 -4.2854
O 6.1147 -5.2298 0.5891
O -8.3519 1.2370 3.5295
H 6.4273 -1.2708 0.3495
H -2.1026 1.4313 -3.2960
F 1.2243 0.1960 -0.4488
H -3.9623 0.1870 -4.4837
H -0.2087 3.6521 2.5159
O -3.5531 5.0163 -3.5864
C 0.8004 3.4599 2.8802
H -5.2600 -1.4547 3.2273
O 7.2066 -0.0422 -1.2336
C 6.7657 -0.2446 0.2062
C 2.5077 4.8451 1.4295
H 0.8659 4.2738 3.6022
H 2.1396 5.1157 0.4399
O -1.7919 3.8731 -4.4547
H -3.6227 1.1380 -6.0108
O 6.6005 1.2561 -3.1413
H 4.3843 0.2069 1.6753
H 2.1319 5.6134 2.1052
C -3.4473 -3.2018 -1.2720
H -3.7069 -4.2242 -0.9973
H -1.5646 2.3369 -6.0525
H 2.2530 -2.8443 3.4991
C -5.7029 -0.6926 2.5861
O -4.1997 -3.0403 -3.4717
H -1.1594 -1.8368 -2.5711
F -0.2418 -1.7745 -0.3259
H 4.1451 -4.5324 4.0205
O -4.5657 -2.4110 -1.3824
H 4.0543 -0.4583 0.0380
C 4.1301 3.5691 2.4208
H -4.8800 1.0488 1.6518
C -5.1253 0.7596 2.6737
C -5.6846 -1.1941 1.1516
O 2.9832 3.0569 2.7454
H 4.1848 -2.1710 1.9852
O 5.6546 -4.3779 2.6381
H 6.0550 1.5939 1.1952
H 1.8787 -2.2452 1.9918
H -4.2955 0.8989 3.3666
C -3.0346 3.9694 -3.9829
O 3.9339 4.6246 1.6239
F -1.9820 -0.4632 1.0027
H -2.4265 0.1403 -5.3259
C -3.2521 0.7942 -5.0451
F -1.1745 0.6001 -1.1603
O 5.6608 1.5305 -0.9596
C 3.8472 -3.1729 2.2505
C 5.7555 0.9496 0.3686
C 1.9786 3.4736 1.8849
C 4.6254 -3.8003 3.3714
C -7.2775 0.7691 3.3660
C -5.0985 -2.6236 -2.5445
H 0.7753 2.5299 3.4483
H -2.2314 -4.0623 -2.7788
O 4.1436 -3.9392 1.0923
As -0.3901 -0.1147 0.2859
O -6.3333 -2.7131 -2.7390
C -2.0137 -1.9929 -3.2299
C 5.4236 -4.5448 1.3140
H 1.9156 -4.0558 2.1495
H 3.5424 1.1863 0.6668
F -0.4253 1.5107 0.9922
C 2.3643 -3.1082 2.4474
H -2.8412 -2.7171 -0.5066
C -1.4988 2.5882 -4.9939
H -4.7340 -0.9596 0.6726
O -7.0507 -0.5480 2.9747
C -2.8742 -3.1822 -2.7609
C -2.5986 1.8003 -4.1937
H 1.8082 2.8599 1.0003
H -5.5767 -2.2783 1.1835
H 7.5020 -0.1075 0.9981
C 4.3246 0.4293 0.6099
H -2.6446 -1.1468 -2.9577
F 0.3874 -0.6362 1.7912
H -6.5523 -1.0890 0.5003
C 6.5861 1.0608 -1.9118
O -3.5429 2.7767 -3.8310
O -6.2382 1.4638 3.2350
H 5.1109 -2.9910 3.9168
O 5.2812 3.2206 2.8246
```

The charge is -1. For the largest force on an atom, the calculation gives 6.038 eV Å⁻¹. The value obtained for the energy relative to the best compared isomer or geometry (same formula, charge and spin) is 4.565 eV. The calculated total energy comes out at -139474.2397 eV. For the orbital gap, the calculation gives 10.951 eV. The multiplicity is 1. For the HOMO energy, the calculation gives -8.9 eV.



(4)
This record from the Open Molecules 2025 dataset describes a molecular structure, C21H35Cl2N4O3SSm at a distorted geometry. The level of theory is ωB97M-V with the def2-TZVPD basis set.

Structure (XYZ):
```
67
Properties=species:S:1:pos:R:3
H 4.3278 -1.3700 -2.2879
C 2.4605 -0.7282 4.9662
H -2.7867 -3.0570 -1.3472
H 4.3752 -0.7932 -0.6068
H -1.1097 5.5463 -2.1007
H 2.4648 0.0590 5.7380
H -4.0021 -2.3209 -6.1265
H 4.6631 0.3270 -1.9309
H -4.0891 -0.2965 -0.0218
N 0.4511 4.8303 -0.9901
N 1.8892 -0.1884 3.7278
C 1.8165 4.9880 -0.4933
C -4.0812 -0.9073 3.3037
O -2.3501 1.1713 0.9487
C -4.5317 -3.3045 -4.2699
H -5.0848 -1.3249 3.2194
Cl -0.7960 1.4367 -2.6262
N 3.9488 0.3339 2.8314
C 3.8805 -1.2201 4.7092
O 0.2466 2.7525 -0.0864
H 4.9699 0.6402 4.6390
H 0.4869 5.9792 -2.7768
C -2.5594 -1.9164 -4.5620
C -4.2021 -3.4924 -2.9199
H -5.0263 -1.4854 0.9560
H -3.2881 -1.7777 0.6099
H -3.3718 -1.7029 3.5751
C 2.6033 0.4127 2.7702
H -2.6329 1.1647 2.9968
C -4.0501 -1.0120 0.8069
H -5.4263 -3.7705 -4.6722
H 2.8986 -2.8418 -2.6115
H -0.2548 -1.0519 -3.1662
C 4.7020 -0.1847 3.9661
H 1.1930 -2.9113 -3.1465
C -0.0953 5.8665 -1.8551
H -4.0710 -0.1389 4.0787
H 1.8808 5.9326 0.0581
H 3.8259 -2.1434 4.1173
H 2.3053 0.7722 -1.4762
H 1.6199 -3.2680 -1.4207
N -3.7237 -0.2854 2.0377
C -3.7148 -2.5106 -5.0875
H 1.8203 -1.5460 5.3184
Cl -0.4877 -1.4904 1.8180
S 1.9274 1.3564 1.5038
C 1.8518 -2.6316 -2.3029
H 0.8741 -0.2256 3.5688
C -3.0556 -2.9081 -2.3938
C 1.7102 -1.2117 -2.0022
H 4.3663 -1.4483 5.6645
C -1.0804 -1.4482 -2.5721
C -2.2062 -2.1239 -3.2110
H 4.4093 0.9263 2.1499
H 2.5182 5.0232 -1.3374
H 5.6218 -0.6182 3.5646
H -1.2313 3.6399 -1.1949
H -0.1179 6.8306 -1.3323
C -2.8872 0.7429 2.0127
O -1.0992 -1.2461 -1.3325
C 4.0661 -0.5336 -1.6278
H 2.0557 4.1425 0.1548
H -4.8525 -4.0684 -2.2596
H -1.9035 -1.2958 -5.1735
C 2.5763 -0.2598 -1.7022
Sm -0.4113 0.4706 -0.0422
C -0.2266 3.7144 -0.7449
```

For the largest force on an atom, the calculation gives 2.778 eV Å⁻¹. The calculated total energy comes out at -88233.9180 eV. The expectation value of S² is 9.043. For the orbital gap (spin up / spin down), the calculation gives 5.436 / 4.188 eV. The multiplicity is 6. For the HOMO energy (spin up / spin down), the calculation gives -5.1 / -3.9 eV.



Look up the largest force on an atom of the third one.
6.038 eV Å⁻¹



Number 2 is which compound?
C33H25Cl3CuN6O3S2



The highest multiplicity belongs to which entry?
C10H6Cl2GdN2O3STl



Look up the largest force on an atom of the second one.
0.135 eV Å⁻¹